(1)
Molecular formula: C20H20Cl2F4N4O6Pt
Method: DFT, ωB97M-V/def2-TZVPD

As for the charge: +2. For the HOMO-LUMO gap (spin up / spin down), the calculation gives 8.8 / 4.8 eV. As for the spin multiplicity: 5. As for the HOMO energy (spin up / spin down): -15.0 / -15.0 eV. As for the expectation value of S²: 6.0305. The energy above the lowest of the compared OMol25 structures with the same formula, charge and spin is 0.0 kcal/mol. As for the lowest unoccupied orbital energy (spin up / spin down): -6.15 / -10.15 eV.

Last column: Mulliken spin population.
Element x y z (Å)
Pt  0.043  0.483  -0.476  1.585
C  2.280  -0.812  4.883  0.011
C  2.603  0.438  4.089  -0.012
N  1.526  0.947  3.251  0.785
C  0.141  0.753  3.628  -0.012
C  -0.227  1.637  4.832  0.102
C  1.927  1.818  2.154  0.003
C  0.862  2.750  1.618  -0.058
N  -0.036  2.232  0.565  0.396
C  -1.012  3.127  0.233  0.108
C  -1.339  3.362  -1.169  0.257
F  -0.620  2.780  -2.076  0.061
C  -2.322  4.269  -1.624  0.009
F  -2.490  4.348  -2.924  -0.005
C  -3.013  5.017  -0.736  0.148
C  -2.698  4.814  0.638  0.115
F  -3.377  5.492  1.522  0.024
C  -1.755  3.928  1.104  0.007
F  -1.687  3.787  2.436  -0.003
H  1.919  -1.610  4.235  0.004
H  3.195  -1.154  5.361  -0.002
H  1.549  -0.630  5.669  -0.001
H  3.469  0.306  3.438  0.021
H  2.854  1.271  4.765  0.048
H  -0.483  0.977  2.765  -0.007
H  0.018  -0.298  3.887  0.013
H  -0.107  2.696  4.609  -0.002
H  -1.271  1.452  5.080  -0.005
H  0.377  1.389  5.703  0.001
H  2.736  2.439  2.555  0.029
H  2.396  1.200  1.379  0.029
H  0.304  3.147  2.459  0.011
H  1.399  3.598  1.181  0.032
H  -3.769  5.731  -1.034  0.003
Cl  1.005  -3.956  0.174  0.001
C  2.117  -3.035  1.115  0.010
Cl  1.784  -1.220  1.091  0.050
H  3.127  -3.114  0.732  0.003
H  2.039  -3.301  2.161  0.002
O  -0.659  0.257  -3.097  0.085
C  -0.345  -0.865  -2.783  -0.055
O  0.250  -1.078  -1.577  0.223
C  -0.533  -2.071  -3.620  -0.004
C  -0.498  -1.936  -5.003  -0.001
C  -0.707  -3.060  -5.774  -0.001
C  -0.974  -4.303  -5.232  0.001
C  -1.011  -4.387  -3.854  -0.003
C  -0.791  -3.301  -3.033  -0.002
N  -1.275  -5.698  -3.218  0.000
O  -1.616  -6.602  -3.937  0.000
O  -1.122  -5.758  -2.013  0.000
N  -0.649  -2.926  -7.251  0.000
O  -0.418  -1.820  -7.687  0.000
O  -0.840  -3.928  -7.897  0.000
H  -0.309  -0.984  -5.478  0.000
H  -1.144  -5.166  -5.859  0.000
H  -0.824  -3.431  -1.962  -0.002

=====

(2)
Molecular formula: C20H20ClN2O
Method: DFT, ωB97M-V/def2-TZVPD

As for the charge: +1. As for the SMILES: CN(C)[C@H](Cl)[C@@H](C(=O)c1ccccc1)[n+]1cccc2ccccc21. For the HOMO-LUMO gap, the calculation gives 7.2 eV. As for the spin multiplicity: 1. As for the HOMO energy: -11.8 eV. The energy above the lowest of the compared OMol25 structures with the same formula, charge and spin is 17.5 kcal/mol. As for the lowest unoccupied orbital energy: -4.54 eV.

Last column: natural (NBO) charge in e.
Element x y z (Å)
C  2.179  0.905  -2.012  -0.416
N  1.080  1.759  -1.566  -0.475
C  0.947  2.926  -2.431  -0.408
C  -0.169  1.107  -1.264  0.010
Cl  -1.523  2.305  -1.275  -0.016
H  2.939  1.557  -2.459  0.229
H  2.652  0.357  -1.189  0.202
H  1.851  0.181  -2.779  0.175
H  1.935  3.159  -2.844  0.214
H  0.234  2.722  -3.247  0.183
H  0.582  3.777  -1.844  0.220
H  -0.443  0.432  -2.092  0.187
C  3.748  0.915  3.503  -0.167
C  2.880  2.016  3.615  -0.191
C  1.695  2.051  2.877  -0.152
C  1.379  1.016  1.978  -0.187
C  0.074  1.113  1.257  0.584
C  -0.203  0.278  0.001  -0.160
N  -1.559  -0.384  0.136  -0.300
C  -2.664  0.335  0.438  0.172
C  -3.916  0.016  -0.077  -0.278
C  -4.075  -1.162  -0.775  -0.054
C  -3.003  -2.063  -0.855  -0.036
C  -1.734  -1.687  -0.320  0.155
C  -0.691  -2.618  -0.245  -0.191
C  -0.860  -3.891  -0.778  -0.151
C  -2.070  -4.240  -1.405  -0.200
C  -3.122  -3.342  -1.450  -0.161
O  -0.782  1.844  1.736  -0.534
C  2.222  -0.108  1.914  -0.132
C  3.405  -0.152  2.658  -0.234
H  4.687  0.882  4.069  0.233
H  3.134  2.847  4.280  0.232
H  1.004  2.882  2.999  0.243
H  0.560  -0.485  -0.094  0.258
H  -2.539  1.225  1.040  0.289
H  -4.732  0.720  0.087  0.261
H  -5.028  -1.427  -1.226  0.244
H  0.231  -2.361  0.273  0.217
H  -0.051  -4.613  -0.710  0.241
H  -2.181  -5.224  -1.861  0.244
H  -4.068  -3.591  -1.931  0.237
H  1.935  -0.958  1.298  0.184
H  4.060  -1.025  2.568  0.229

=====

(3)
Molecular formula: C20H20F2N7SV
Method: DFT, ωB97M-V/def2-TZVPD

As for the charge: +1. For the HOMO-LUMO gap (spin up / spin down), the calculation gives 5.0 / 6.9 eV. As for the spin multiplicity: 4. As for the HOMO energy (spin up / spin down): -9.2 / -10.9 eV. As for the expectation value of S²: 3.7882. As for the lowest unoccupied orbital energy (spin up / spin down): -4.15 / -4.06 eV.

Last column: Mulliken spin population.
Element x y z (Å)
V  8.374  7.262  8.811  2.150
C  7.818  9.577  12.684  -0.001
C  8.351  8.816  11.510  0.028
N  7.797  8.769  10.349  -0.043
N  6.703  9.531  10.068  -0.001
C  6.171  9.580  8.817  0.011
N  5.046  10.268  8.593  0.002
S  6.882  8.751  7.551  -0.021
C  9.556  7.949  11.590  0.054
C  10.442  7.902  12.646  0.003
C  11.560  7.088  12.617  0.007
C  11.781  6.307  11.506  0.002
C  10.874  6.419  10.441  0.042
N  9.813  7.219  10.474  -0.019
H  6.835  9.183  12.987  0.002
H  8.474  9.535  13.549  0.000
H  7.710  10.657  12.478  0.003
H  6.328  10.085  10.821  0.000
H  4.519  10.740  9.309  0.000
H  4.650  10.257  7.672  0.000
H  10.253  8.490  13.539  0.001
H  12.254  7.077  13.453  0.000
H  12.615  5.625  11.425  -0.001
H  11.030  5.860  9.526  -0.002
C  13.355  9.741  7.749  0.040
C  12.166  9.984  8.447  -0.015
C  11.110  9.093  8.341  0.084
C  11.176  7.920  7.578  -0.097
C  12.377  7.693  6.897  0.055
C  13.442  8.578  6.986  -0.015
N  9.977  7.147  7.504  0.145
N  9.939  6.279  6.520  0.437
C  8.740  5.607  6.429  -0.010
C  8.437  4.762  5.318  0.065
C  7.170  4.236  5.227  0.006
C  6.235  4.508  6.226  0.073
C  6.619  5.281  7.295  0.029
N  7.844  5.813  7.422  0.045
H  14.171  10.451  7.824  0.003
H  12.083  10.875  9.067  -0.001
H  10.194  9.354  8.865  0.001
H  12.468  6.808  6.270  0.008
H  14.362  8.393  6.429  0.000
H  9.176  4.603  4.545  0.001
H  6.873  3.612  4.414  0.000
H  5.212  4.159  6.204  0.003
H  5.919  5.501  8.095  0.017
F  7.677  4.570  10.070  -0.003
C  7.452  5.916  10.206  -0.089
F  6.047  6.001  10.259  0.009
H  7.733  6.146  11.243  -0.010

=====

(4)
Molecular formula: C20H20F9N3O2S
Method: DFT, ωB97M-V/def2-TZVPD

As for the charge: 0. As for the SMILES: CCNc1c(CCCS)c(C(F)(F)C(F)(F)C(F)(F)C(F)(F)F)c2c(c1N=C(C)C)C(=O)NC2=O. For the HOMO-LUMO gap, the calculation gives 8.3 eV. As for the spin multiplicity: 1. As for the HOMO energy: -8.8 eV. The energy above the lowest of the compared OMol25 structures with the same formula, charge and spin is 56.0 kcal/mol. As for the lowest unoccupied orbital energy: -0.52 eV.

Last column: natural (NBO) charge in e.
Element x y z (Å)
C  -2.270  3.136  1.574  -0.631
C  -1.824  1.601  1.598  -0.224
N  -2.303  0.925  0.363  -0.658
C  -1.388  -0.085  -0.142  0.097
C  -0.490  0.139  -1.269  0.148
C  -0.418  1.518  -1.966  -0.477
C  -0.420  2.763  -0.966  -0.410
C  0.527  3.921  -1.524  -0.510
S  -0.369  5.546  -1.397  -0.072
C  0.343  -0.984  -1.740  -0.177
C  1.291  -0.919  -2.949  0.642
F  0.903  -0.030  -3.926  -0.309
F  1.168  -2.148  -3.595  -0.314
C  2.833  -0.813  -2.620  0.589
F  3.450  -0.630  -3.848  -0.307
F  3.325  -2.004  -2.176  -0.286
C  3.283  0.407  -1.747  0.556
F  2.838  1.596  -2.268  -0.297
F  4.652  0.471  -1.866  -0.291
C  2.974  0.349  -0.200  0.924
F  4.108  0.751  0.455  -0.306
F  2.673  -0.870  0.286  -0.296
F  2.003  1.207  0.206  -0.308
C  0.256  -2.213  -1.029  -0.084
C  -0.632  -2.468  0.124  -0.106
C  -1.452  -1.384  0.576  0.176
N  -2.302  -1.612  1.707  -0.559
C  -1.636  -1.852  2.799  0.497
C  -1.750  -3.201  3.566  -0.696
C  -0.690  -0.806  3.489  -0.720
C  -0.454  -3.937  0.578  0.669
O  -1.198  -4.730  1.063  -0.534
N  0.913  -4.166  0.195  -0.669
C  0.942  -3.586  -1.136  0.681
O  1.404  -4.252  -2.014  -0.506
H  -1.416  3.838  1.689  0.218
H  -3.067  3.307  2.340  0.208
H  -2.743  3.343  0.586  0.222
H  -0.713  1.547  1.701  0.198
H  -2.343  1.156  2.475  0.190
H  -3.175  0.443  0.580  0.384
H  -1.339  1.617  -2.590  0.238
H  0.481  1.677  -2.593  0.235
H  -1.452  3.158  -0.959  0.231
H  -0.026  2.508  0.037  0.210
H  1.493  3.956  -0.964  0.232
H  0.774  3.791  -2.601  0.215
H  -1.366  5.376  -2.331  0.128
H  -2.534  -3.868  3.153  0.258
H  -1.799  -3.064  4.671  0.225
H  -0.768  -3.714  3.365  0.250
H  -1.389  -0.024  3.886  0.245
H  -0.012  -0.335  2.734  0.240
H  -0.145  -1.229  4.359  0.229
H  1.250  -5.125  0.266  0.410

=====

(5)
Molecular formula: C20H20FN3O6
Method: DFT, ωB97M-V/def2-TZVPD

As for the charge: 0. As for the SMILES: O=C(CNC(=O)c1cccc(F)c1)OCC(=O)N1CCN(C(=O)c2ccco2)CC1. For the HOMO-LUMO gap, the calculation gives 9.6 eV. As for the spin multiplicity: 1. As for the HOMO energy: -9.1 eV. The energy above the lowest of the compared OMol25 structures with the same formula, charge and spin is 4.4 kcal/mol. As for the lowest unoccupied orbital energy: 0.50 eV.

Last column: natural (NBO) charge in e.
Element x y z (Å)
O  0.777  1.032  4.990  -0.583
C  -0.018  0.196  4.660  0.801
O  -0.969  0.374  3.733  -0.500
C  -0.761  1.416  2.802  -0.179
H  -0.410  2.323  3.310  0.228
C  0.306  0.933  1.810  0.675
O  1.028  -0.007  2.092  -0.652
N  0.386  1.591  0.642  -0.431
C  1.301  1.113  -0.377  -0.237
C  0.585  0.996  -1.718  -0.224
N  0.001  2.272  -2.085  -0.431
C  -0.696  2.522  -3.228  0.641
O  -1.209  3.614  -3.426  -0.626
C  -0.828  1.465  -4.237  0.131
C  -1.495  1.581  -5.434  -0.216
C  -1.394  0.327  -6.068  -0.321
C  -0.676  -0.462  -5.219  0.119
O  -0.329  0.211  -4.117  -0.393
H  -0.364  -1.485  -5.283  0.207
H  -1.798  0.050  -7.020  0.234
H  -1.988  2.462  -5.788  0.246
C  0.013  3.291  -1.059  -0.237
C  -0.465  2.706  0.267  -0.223
H  -0.435  3.480  1.040  0.210
H  -1.502  2.368  0.151  0.199
H  1.016  3.716  -0.950  0.196
H  -0.663  4.084  -1.389  0.268
H  -0.197  0.231  -1.649  0.212
H  1.305  0.677  -2.477  0.219
H  2.161  1.786  -0.457  0.196
H  1.660  0.132  -0.058  0.260
H  -1.722  1.593  2.320  0.215
C  -0.053  -1.246  5.154  -0.326
N  0.422  -2.050  4.046  -0.601
C  -0.475  -2.532  3.136  0.655
O  -1.651  -2.694  3.377  -0.602
C  0.136  -2.831  1.804  -0.014
C  -0.603  -2.489  0.678  -0.281
C  -0.034  -2.659  -0.568  0.395
C  1.235  -3.183  -0.733  -0.287
C  1.947  -3.553  0.396  -0.189
C  1.409  -3.370  1.658  -0.229
H  1.974  -3.662  2.530  0.220
H  2.934  -3.977  0.287  0.219
H  1.644  -3.300  -1.724  0.229
F  -0.733  -2.285  -1.665  -0.331
H  -1.598  -2.087  0.785  0.246
H  1.311  -1.750  3.667  0.413
H  -1.078  -1.554  5.372  0.256
H  0.595  -1.368  6.023  0.221

=====

Number 1: calculated total energy -78444.505 eV. Number 2: calculated total energy -38607.668 eV. Number 3: calculated total energy -73447.546 eV. Number 4: calculated total energy -64919.397 eV. Number 5: calculated total energy -40538.041 eV.